(1)
Computed, not measured: an isolated molecule of C5H11P at a distorted geometry, with wB97M-V/def2-TZVPD.

Structure (XYZ):
```
17
Properties=species:S:1:pos:R:3:forces:R:3
C 4.07371 1.01753 -0.27654 -5.705 -4.213 0.592
C 2.89505 0.42451 -0.12686 6.017 1.735 -1.274
C 1.56253 -0.52212 -0.13040 0.951 1.936 0.305
C 0.24176 0.41936 0.07940 0.228 -1.245 0.388
C -0.98182 -0.60822 0.43967 2.135 0.125 -0.268
P -2.70889 0.05376 -0.04484 -0.183 -0.617 0.459
H 5.20984 1.17751 -0.45024 -2.848 -0.021 0.529
H 1.55227 -1.08849 -1.14460 -0.032 1.002 1.865
H 1.62571 -1.26085 0.76291 0.083 1.281 -1.654
H 0.45748 1.13207 0.97720 -0.497 -1.161 -1.792
H 0.03246 1.01171 -0.88432 0.344 -0.781 1.506
H -0.78045 -1.55432 -0.21976 -0.521 1.384 1.360
H -0.88017 -0.86163 1.56533 -0.335 0.210 -1.797
H -2.49306 -0.37721 -1.41062 0.024 0.234 0.370
H -2.39498 1.41136 0.31880 0.009 -0.395 -0.092
H -3.31869 -0.82145 0.95533 0.286 0.296 -0.364
H -4.06204 0.45058 -0.40694 0.045 0.229 -0.131
```
Forces are in eV/Å.

Charge   0
Lowest unoccupied orbital energy   0.9 eV
F_max   0.13840 Eh/bohr
E   -538.205720 hartree
Relative energy (zero: lowest compared OMol25 entry of this formula, charge and spin)   138.3 kcal per mole
Gap between HOMO and LUMO   9.3 eV


(2)
Computed, not measured: a structure of composition C43H105AsBr3F6N2O26P6 at a distorted geometry, with wB97M-V/def2-TZVPD.

Structure (XYZ):
```
192
Properties=species:S:1:pos:R:3:forces:R:3
As 20.70047 12.83488 8.90537 0.154 0.520 -0.836
F 19.58824 14.25033 8.84098 0.612 -1.524 0.069
F 21.87610 13.77920 7.98159 -0.597 -0.465 0.246
F 21.89823 11.50130 8.92214 -1.148 0.921 0.306
F 19.51168 11.82875 9.79262 1.190 1.094 -0.570
F 20.02107 12.19411 7.33643 0.595 0.653 1.727
F 21.41203 13.59055 10.38138 -0.807 -1.221 -0.927
C 19.10980 19.38823 3.82600 -0.340 0.819 -0.918
O 19.72268 20.43540 3.85536 0.209 -0.327 0.339
N 18.12102 19.14819 2.91627 -1.489 0.180 -0.074
C 17.20021 18.02433 3.05915 0.034 -0.135 -0.623
C 17.68371 20.10052 1.86722 1.147 -0.315 -0.650
H 19.30255 18.51611 4.46979 0.005 0.123 0.126
H 16.17279 18.36451 3.18871 -0.017 0.216 0.465
H 17.46544 17.31273 3.84106 0.173 0.336 0.100
H 17.14672 17.46475 2.12528 0.285 -0.158 -0.172
H 17.83510 19.58653 0.91801 -0.021 -0.154 -0.196
H 16.64595 20.43073 1.82117 -0.230 -0.354 0.940
H 18.28622 21.00349 1.76855 0.256 -0.232 0.682
C 26.34455 19.65145 8.42976 -0.308 0.600 -0.905
O 26.52003 20.36737 7.45915 -0.378 -0.232 -0.144
N 27.18970 19.57156 9.44458 1.907 0.333 2.177
C 26.96571 18.60523 10.54011 0.352 -0.016 -1.174
C 28.49676 20.31152 9.41060 -0.937 -0.226 -0.452
H 25.46636 19.00739 8.59154 -0.162 0.049 -0.283
H 27.28471 19.00118 11.50423 0.062 -0.044 -0.160
H 27.52125 17.71943 10.23212 0.248 -0.236 0.706
H 25.92611 18.28287 10.59852 -0.069 0.369 -0.063
H 28.54250 21.15311 10.10178 -0.372 -0.081 0.211
H 29.36416 19.68478 9.61773 -0.273 -0.396 0.028
H 28.60150 20.72658 8.40817 -0.070 -0.128 0.052
C 13.80799 9.25677 6.40123 -1.374 0.802 -0.967
Br 13.60702 11.13001 7.01111 0.339 -1.179 -0.025
Br 13.65123 9.32896 4.39699 0.260 -0.309 1.170
Br 12.31134 8.14701 7.10706 1.169 0.574 -0.307
H 14.78769 8.84478 6.64318 -0.382 0.124 0.132
C 9.79597 24.43541 16.75038 0.595 1.125 -0.183
C 10.05747 23.40240 15.67878 0.320 -0.951 1.936
O 9.63535 23.76662 14.37541 0.463 0.252 -0.946
P 10.63986 23.97356 13.10385 -0.403 0.525 -0.767
O 11.92898 24.65108 13.39766 -1.509 -1.107 -0.259
O 10.69624 22.51311 12.38571 -0.158 2.176 0.227
C 11.58294 21.51917 12.88916 -0.040 -0.746 0.026
C 12.62787 21.08968 11.89112 0.046 0.531 -0.366
O 9.69895 24.78905 12.01638 1.998 -0.800 2.197
C 8.31424 24.60610 12.00292 -1.661 0.186 -1.469
C 7.73745 25.17827 10.69380 -0.409 -1.301 -0.308
H 10.18444 24.18810 17.73833 -0.032 -0.836 -0.092
H 10.34523 25.35910 16.56817 -0.572 0.399 -0.382
H 8.71448 24.53072 16.84721 0.097 0.627 -0.035
H 11.06427 22.98984 15.74384 0.272 0.467 -0.522
H 9.45900 22.61010 16.12846 -0.408 -0.736 -1.224
H 12.14149 21.88964 13.74873 -0.373 -0.054 0.313
H 10.89820 20.70124 13.11327 0.387 -0.198 0.558
H 13.40931 20.56400 12.43985 0.031 -0.125 -0.222
H 12.26172 20.49063 11.05735 -0.135 -0.106 0.204
H 13.04667 21.99956 11.46121 0.278 -0.028 0.013
H 8.06377 23.54549 12.02485 0.055 -0.147 0.034
H 7.74488 25.07079 12.80790 0.669 0.197 0.487
H 6.67258 24.94675 10.71737 -0.356 0.623 0.324
H 7.91977 26.21816 10.42272 0.072 -0.054 0.508
H 7.98698 24.55280 9.83670 0.780 0.081 -0.048
C 26.76780 13.14395 18.19379 1.071 0.006 -0.987
C 27.80671 12.65515 17.13394 -1.142 -0.188 0.414
O 28.96606 13.49534 17.02592 1.274 -0.390 0.538
P 30.43735 12.92593 17.43967 -0.060 1.102 -0.681
O 31.50935 13.97010 17.36353 -1.901 -1.640 0.852
O 30.13532 12.13577 18.85303 0.222 0.284 -2.440
C 30.25158 12.77703 20.10169 1.126 0.259 1.154
C 31.68183 12.60389 20.62202 -0.471 0.219 0.226
O 30.66896 11.76223 16.34100 -1.405 1.921 0.820
C 31.32983 10.58582 16.59276 1.617 -2.049 0.383
C 32.87443 10.72246 16.72279 -0.186 -1.006 0.327
H 25.92743 12.45001 18.17627 0.133 -0.142 0.293
H 27.25925 13.20875 19.16456 -0.284 -0.122 0.110
H 26.35727 14.11856 17.92977 0.212 0.078 -0.016
H 28.07927 11.62346 17.35628 0.229 0.036 0.167
H 27.30881 12.60737 16.16548 0.227 0.297 -0.156
H 29.97786 13.83210 20.09725 -0.092 0.048 -0.438
H 29.58529 12.27041 20.79989 -0.224 -0.047 -0.223
H 31.82006 11.55461 20.88282 0.299 0.022 -0.147
H 32.42397 12.95587 19.90547 -0.100 -0.149 -0.098
H 31.80650 13.19784 21.52744 0.005 -0.026 0.119
H 30.89932 10.06945 17.45075 0.256 0.392 0.658
H 31.04728 9.85962 15.83059 0.311 0.357 -0.643
H 33.19344 11.42925 17.48881 -0.236 0.378 -0.283
H 33.28786 9.77896 17.07913 -0.347 -0.376 0.275
H 33.45679 10.82426 15.80704 -0.535 0.739 -0.231
C 19.62767 17.28113 20.29425 -1.049 0.365 -1.151
C 18.75659 18.45275 19.77365 1.122 0.071 1.732
O 18.96261 18.71372 18.37628 -0.970 -1.138 -0.213
P 18.05031 17.91605 17.30815 0.212 -0.248 -1.461
O 16.58152 17.95316 17.51797 1.771 -0.165 -0.093
O 18.51872 18.64578 15.92590 -2.994 -0.524 1.753
C 19.84400 18.70960 15.58917 2.483 -0.285 -0.603
C 20.10831 19.59321 14.35943 0.199 -1.022 0.806
O 18.76647 16.42921 17.21113 -0.076 1.728 1.020
C 18.41859 15.42527 16.25605 -2.039 -0.032 -0.406
C 16.95793 14.90245 16.55586 1.306 0.410 -0.055
H 19.37054 17.05145 21.32828 0.090 0.073 -0.026
H 19.29274 16.47161 19.64572 0.511 -0.539 0.304
H 20.69621 17.45695 20.17016 -0.119 0.013 0.022
H 17.72788 18.27935 20.08958 -0.256 -0.102 -0.778
H 19.04932 19.34943 20.31988 0.052 0.294 -0.389
H 20.41907 19.04202 16.45340 0.161 0.440 -0.039
H 20.21665 17.69874 15.42362 0.050 -0.203 -0.359
H 21.13716 19.39340 14.06009 0.248 0.398 0.238
H 19.55729 19.23497 13.48986 -0.534 0.459 0.198
H 19.96693 20.63149 14.65959 -0.131 0.009 -0.615
H 18.54722 15.86040 15.26498 -0.423 0.025 -0.182
H 19.12195 14.59263 16.26601 0.162 0.218 0.694
H 16.92327 14.65413 17.61663 0.137 -0.371 0.002
H 16.18348 15.66305 16.45674 0.224 0.047 -0.478
H 16.75867 14.02216 15.94473 -0.143 0.071 0.058
C 22.34531 3.09689 17.75845 0.290 0.172 0.012
C 21.72634 3.90930 18.88329 1.370 -0.352 0.277
O 20.41021 4.33549 18.57069 -0.627 1.400 -1.291
P 20.13448 5.56337 17.49523 -0.258 -0.589 -0.867
O 20.95555 6.80319 17.63097 -0.896 -1.795 0.047
O 20.18170 4.83441 16.00516 -0.138 0.388 1.625
C 19.87008 5.65632 14.84040 0.697 1.472 0.483
C 18.40061 5.93633 14.70570 -0.437 -0.463 0.243
O 18.53851 5.75373 17.66738 1.448 0.238 0.037
C 18.07507 6.55091 18.78584 -1.197 -0.343 -0.559
C 17.37941 5.59847 19.74932 0.804 0.254 1.403
H 22.28589 3.68251 16.84105 -0.046 -0.373 -0.182
H 23.39731 2.87698 17.94016 0.133 0.312 0.226
H 21.89815 2.10725 17.66482 -0.439 0.241 -0.245
H 21.75738 3.30552 19.79026 -0.922 -0.144 0.059
H 22.35199 4.74826 19.18792 -0.019 0.404 -0.536
H 20.41180 6.58584 15.01542 0.014 0.228 -0.187
H 20.30254 5.26375 13.92009 -0.003 -0.766 0.420
H 17.88702 4.98085 14.81222 -0.278 0.017 -0.115
H 18.04718 6.58479 15.50737 0.018 -0.005 -0.194
H 18.13874 6.37352 13.74217 0.201 -0.004 -0.005
H 18.85834 7.23179 19.11901 0.167 -0.516 0.487
H 17.28412 7.20458 18.41813 0.176 0.127 -0.459
H 17.88459 4.63387 19.79864 -0.147 -0.067 -0.387
H 17.49266 5.96755 20.76866 -0.105 0.264 0.160
H 16.30455 5.48998 19.60442 0.202 -0.094 -0.451
C 22.66739 13.23777 -0.72684 1.437 0.643 -0.469
C 22.67068 14.39772 -1.79417 0.193 -1.949 2.046
O 22.75766 15.62855 -1.08430 0.560 1.586 -0.394
P 24.07669 16.57385 -1.16619 -0.797 0.253 0.757
O 23.89034 17.90565 -0.51164 0.549 -2.218 -0.678
O 25.25272 15.58073 -0.54138 -1.856 1.357 -3.402
C 25.26595 15.28851 0.81936 1.371 0.097 1.444
C 26.34224 16.19908 1.40204 -0.334 -0.189 0.462
O 24.31726 16.69458 -2.76469 -0.164 -1.530 2.104
C 25.45627 17.35800 -3.28082 0.370 0.972 -0.837
C 24.97207 18.72054 -3.72833 0.266 -0.017 -0.517
H 22.81077 12.28949 -1.24483 -0.655 -0.167 0.008
H 23.56358 13.29518 -0.10907 0.157 0.273 0.010
H 21.84799 13.26348 -0.00848 -0.310 -0.050 -0.539
H 23.54287 14.31124 -2.44218 -0.365 -0.240 -0.293
H 21.70725 14.23399 -2.27696 0.168 0.999 -0.546
H 24.31478 15.43361 1.33154 -0.151 0.185 -0.209
H 25.53774 14.23888 0.93118 -0.049 -0.095 -0.096
H 26.03866 17.20685 1.11860 0.108 0.184 0.546
H 26.40882 16.03156 2.47703 -0.110 0.451 0.121
H 27.34831 16.04460 1.01209 -0.171 -0.357 -0.335
H 26.27761 17.45724 -2.57113 -0.058 -0.357 0.142
H 25.75219 16.78668 -4.16066 0.343 -0.151 0.219
H 24.26996 18.52607 -4.53908 -0.655 0.277 0.425
H 24.57930 19.24091 -2.85481 -0.325 0.123 -0.352
H 25.71771 19.33544 -4.23235 0.466 -0.079 0.378
C 25.29258 6.07449 5.80514 -0.552 0.286 0.289
C 25.73666 5.46875 7.17336 -1.549 0.967 -1.172
O 26.89994 4.69144 6.99292 1.319 0.016 0.289
P 27.40424 3.78336 8.21626 0.291 -0.696 -1.534
O 26.41926 2.70783 8.43680 1.180 0.455 0.606
O 28.90052 3.31777 7.72357 -2.490 -0.507 1.284
C 29.89170 4.27930 7.52851 0.258 2.779 -0.151
C 31.05630 3.68746 6.84474 0.481 -1.349 -0.468
O 27.70504 4.80765 9.40734 0.749 -1.349 -1.684
C 26.76801 4.88314 10.44380 -0.376 0.613 1.443
C 27.50495 5.53777 11.57709 -0.785 1.015 0.804
H 24.49022 6.81083 5.85137 -0.418 -0.119 1.057
H 25.98227 6.72318 5.26511 0.850 -0.765 0.081
H 24.83260 5.31834 5.16895 0.628 -0.217 -0.163
H 25.83969 6.24491 7.93171 0.537 0.159 -0.085
H 24.92295 4.83779 7.53090 -0.034 -0.220 -0.045
H 29.42780 5.08664 6.96184 0.200 0.152 -0.404
H 30.25780 4.78620 8.42134 -0.430 -0.374 0.666
H 30.67132 3.18356 5.95819 0.405 -0.184 -0.130
H 31.89588 4.32784 6.57431 -0.467 0.493 0.032
H 31.48701 2.95864 7.53132 0.012 -0.371 -0.183
H 26.00581 5.57935 10.09390 -0.543 -0.389 0.298
H 26.36974 3.91743 10.75504 -0.082 -0.064 -0.505
H 28.46043 5.07630 11.82646 0.004 0.206 -0.308
H 27.52882 6.59921 11.33032 1.033 0.052 -0.102
H 26.91427 5.59603 12.49131 -0.234 -0.573 0.088
```
Forces are in eV/Å.

Charge   -1
Lowest unoccupied orbital energy   1.1 eV
F_max   0.07985 Eh/bohr
E   -16372.958680 hartree
Gap between HOMO and LUMO   8.6 eV


(3)
Computed, not measured: a structure of composition C31H51As3N2Pd, with wB97M-V/def2-TZVPD.

Structure (XYZ):
```
88
Properties=species:S:1:pos:R:3:forces:R:3
Pd 0.39647 -0.98432 -0.55596 0.079 0.381 -0.152
C 1.99393 -3.62807 -2.24155 0.032 0.017 -0.017
C 3.03116 -2.57749 -2.54037 -0.034 -0.130 -0.083
C 3.77519 -2.62913 -3.71352 -0.016 0.011 -0.031
C 4.72739 -1.66452 -3.99641 -0.002 0.001 0.036
C 4.93316 -0.61888 -3.11034 0.004 -0.029 -0.021
C 4.21555 -0.53429 -1.92328 0.007 0.131 0.006
C 4.40966 0.64137 -1.00332 -0.003 -0.080 -0.003
C 3.28586 -1.53729 -1.64988 -0.049 0.032 0.225
N 2.50662 -1.52156 -0.44012 -0.025 0.145 -0.042
C 2.99817 -1.87648 0.68120 -0.045 -0.163 0.160
C 4.42228 -2.27139 0.91331 -0.047 -0.032 -0.011
C 2.02703 -1.97989 1.84861 0.225 0.048 -0.079
C 2.49873 -2.60035 3.12704 0.000 0.069 -0.020
N 0.85074 -1.55918 1.62958 -0.311 -0.311 -0.024
C -0.21322 -1.67635 2.57440 0.229 0.128 -0.047
C -0.48961 -0.61535 3.43431 -0.024 0.124 0.039
C 0.41733 0.58532 3.50343 -0.027 -0.030 -0.002
C -1.60685 -0.71307 4.25956 -0.002 0.019 -0.032
C -2.41812 -1.83572 4.23084 0.039 -0.010 -0.036
C -2.10996 -2.88415 3.37555 -0.026 -0.017 0.027
C -1.00447 -2.82410 2.53539 -0.054 -0.142 -0.004
C -0.64685 -3.96942 1.62860 -0.012 0.016 0.004
H 1.76025 -4.19655 -3.13966 0.013 -0.013 0.006
H 1.06520 -3.18093 -1.87132 0.000 -0.004 -0.009
H 2.33611 -4.33469 -1.48173 0.006 0.021 0.022
H 3.59948 -3.43682 -4.41288 0.004 -0.009 0.006
H 5.30792 -1.72558 -4.90667 -0.017 0.014 -0.015
H 5.66378 0.14707 -3.33849 0.008 -0.005 0.006
H 5.26574 1.23584 -1.31601 -0.001 -0.005 -0.008
H 4.57092 0.34847 0.03534 0.006 -0.008 -0.001
H 3.52947 1.28640 -1.02578 -0.017 0.028 0.020
H 5.02873 -2.12070 0.02600 0.012 -0.005 -0.018
H 4.47722 -3.32465 1.19689 -0.003 0.008 -0.002
H 4.84449 -1.69951 1.74191 -0.006 0.004 -0.012
H 2.92885 -3.58533 2.93867 -0.019 0.002 -0.002
H 1.67813 -2.69981 3.83305 -0.001 -0.001 0.016
H 3.28480 -1.99458 3.58262 -0.005 0.003 -0.009
H 0.89261 0.78481 2.54270 -0.010 0.015 -0.023
H 1.21583 0.43275 4.23374 0.014 -0.013 -0.017
H -0.13187 1.47385 3.81626 -0.006 -0.009 0.012
H -1.83018 0.09902 4.94153 0.007 -0.003 0.006
H -3.27671 -1.90362 4.88494 -0.006 0.000 -0.002
H -2.72839 -3.77367 3.36653 -0.003 0.001 -0.003
H -1.44200 -4.71251 1.61018 -0.003 0.001 -0.001
H 0.26392 -4.47212 1.96369 -0.001 0.007 0.003
H -0.46121 -3.62713 0.60610 -0.010 0.007 -0.011
C -3.14183 -2.42993 -0.40202 -0.015 -0.013 0.016
As -2.00203 -0.99524 -1.03731 0.136 -0.073 0.264
C -2.63274 -0.91324 -2.87237 0.017 0.002 -0.048
C -2.97895 0.45360 -0.13264 0.028 0.003 -0.124
C -2.55961 1.92117 -0.35408 -0.033 -0.106 0.014
C -2.68116 2.29579 -1.83065 -0.036 0.012 0.080
C -1.16593 2.21994 0.22476 -0.103 0.020 -0.001
As 0.48944 1.59193 -0.66852 -0.147 -0.235 -0.091
C 0.61549 2.75611 -2.22712 -0.011 0.063 -0.010
C 1.70507 2.57200 0.51315 0.038 -0.037 0.064
C -3.62494 2.69064 0.47780 0.003 0.034 0.166
As -3.74037 4.62938 0.32092 -0.039 -0.048 -0.183
C -4.96779 5.05292 -1.09143 -0.068 0.059 0.049
C -2.14437 5.62700 -0.05630 0.040 0.096 0.103
H -4.15988 -2.26194 -0.75336 -0.008 -0.020 0.019
H -3.12722 -2.46533 0.68650 0.029 -0.007 -0.011
H -2.77767 -3.37596 -0.79825 -0.002 -0.014 0.009
H -3.64343 -0.50740 -2.90319 -0.009 -0.021 -0.022
H -2.65294 -1.93545 -3.24831 0.013 0.007 -0.026
H -1.97427 -0.32584 -3.50749 0.011 0.003 0.010
H -2.91055 0.20038 0.92997 0.019 0.021 0.014
H -4.02388 0.32323 -0.42962 -0.005 0.004 0.001
H -2.04208 1.66572 -2.44410 0.025 0.006 -0.019
H -2.37943 3.32913 -2.01778 0.021 0.012 -0.009
H -3.70632 2.16645 -2.18609 0.004 -0.012 0.001
H -1.09877 1.77928 1.22493 -0.005 0.032 0.028
H -1.03420 3.29755 0.34481 0.017 0.019 -0.023
H 0.32536 3.77997 -1.98642 0.012 0.000 0.003
H 0.01330 2.38289 -3.05084 0.007 -0.001 -0.023
H 1.65927 2.75602 -2.54054 -0.002 -0.004 -0.020
H 1.13981 3.10066 1.27997 0.013 0.011 0.003
H 2.27563 3.29262 -0.07054 0.008 -0.001 0.005
H 2.39656 1.88742 0.99837 0.005 -0.001 0.013
H -3.52439 2.45676 1.53898 0.066 0.041 0.003
H -4.63673 2.40080 0.18310 0.010 -0.066 -0.017
H -5.86667 4.44817 -1.00246 0.014 -0.027 -0.012
H -4.44172 4.82968 -2.02222 -0.078 0.010 -0.049
H -5.23069 6.10797 -1.05775 0.036 0.011 -0.005
H -1.41956 5.54695 0.74845 0.013 -0.041 -0.004
H -2.43283 6.66904 -0.18528 -0.004 -0.006 -0.028
H -1.74020 5.23344 -0.98971 0.083 0.049 0.001
```
Forces are in eV/Å.

Charge   +2
Lowest unoccupied orbital energy (spin up / spin down)   -4.8 / -8.5 eV
F_max   0.00857 Eh/bohr
⟨S²⟩   2.006
E   -8156.008984 hartree
Relative energy (zero: lowest compared OMol25 entry of this formula, charge and spin)   0.0 kcal per mole
Multiplicity   3
Gap between HOMO and LUMO (spin up / spin down)   7.5 / 4.1 eV